No. 1
83
Properties=species:S:1:pos:R:3:forces:R:3 method="wB97M-V/def2-TZVPD" orbital_gap_ev=6.49 lumo_energy_ev=-4.57 charge=+1 spin_multiplicity=1
I -1.99855 -1.70347 2.18358 -0.258 -0.093 0.502
S -4.02672 2.40961 5.75818 -0.466 0.619 0.038
P -3.79484 -2.37449 3.67017 0.106 -1.786 -0.431
O -0.21909 -4.96123 0.43097 0.068 0.074 0.236
O -2.86234 4.24686 3.46862 -0.061 0.017 -0.116
O 1.56440 -3.55663 -4.33704 -0.090 0.009 -0.197
O 2.47771 -0.39832 6.15181 0.103 0.056 -0.085
O 2.12760 -3.79326 0.31862 -0.132 -0.002 -0.007
O 0.16566 -4.32943 5.08861 0.024 -0.116 -0.182
O 4.35411 -1.16497 4.47430 0.007 0.225 0.135
O -2.24227 0.80015 0.33507 0.095 0.045 -0.389
O -4.88469 -1.19039 3.52412 0.362 0.822 0.421
O 2.47348 1.43035 -4.95592 0.110 0.146 -0.433
O -3.50174 5.80315 1.46341 0.000 0.042 0.248
O -2.81842 2.39736 -1.69610 0.048 -0.127 0.093
O 2.25207 2.63875 -7.27503 0.105 0.080 0.193
O -0.20757 5.01349 0.18925 0.006 0.232 0.122
O -0.23824 -0.88906 -9.11566 -0.032 -0.104 0.103
O -0.81820 -4.67699 -4.21440 0.177 0.061 0.026
O 3.53954 3.52921 -3.23217 -0.037 -0.212 -0.060
O -0.08653 -2.06824 -6.75852 -0.192 -0.169 -0.172
O 1.86588 1.66991 -2.35140 0.335 0.179 0.152
O 2.09041 -5.14909 3.44790 -0.189 0.039 0.000
O 1.41136 6.88177 -0.73616 -0.101 -0.072 0.082
N -2.78595 -2.83471 6.34659 0.092 -0.221 0.395
N -1.95441 -0.97909 6.88085 -0.170 0.627 -0.678
N -2.15933 -2.17915 7.29485 0.020 -0.447 0.122
N -2.45661 -0.82501 5.64490 0.026 0.192 0.215
N -2.39140 0.35175 4.90799 -0.138 -0.109 0.578
C 1.24014 -2.33244 5.70141 -0.076 -0.066 -0.117
C 3.32372 -3.20604 3.88372 0.071 0.115 0.008
C -2.51845 1.94747 0.63220 0.008 0.215 0.436
C 2.55508 5.30089 -2.03148 0.096 -0.105 -0.089
C -2.86516 2.90447 -0.46950 -0.136 0.238 -0.172
C 1.71270 1.55132 -7.21582 -0.165 -0.065 -0.420
C 0.42410 -0.26508 -8.15256 0.053 0.209 -0.234
C 0.48070 -0.99691 -6.83997 0.270 0.149 0.428
C 0.13937 -4.65054 -0.69172 -0.317 -0.114 -0.290
C 1.47757 -3.97922 -0.82676 0.318 0.124 -0.035
C 2.24827 -3.98581 4.06630 0.269 -0.002 -0.128
C 0.74978 3.25233 -1.04469 -0.121 0.153 0.129
C 2.68808 3.91868 -2.45761 0.068 0.461 0.044
C 1.79028 0.80726 -5.91319 -0.048 -0.272 0.259
C 1.21101 -0.38531 -5.73947 -0.128 -0.142 0.042
C 1.18996 -3.85038 -3.22098 0.332 0.086 0.392
C 1.00316 0.93170 -8.32129 0.075 0.135 0.032
C 1.71143 2.90469 -1.91515 -0.247 -0.218 0.186
C 1.96636 -3.60512 -2.01450 0.020 0.076 -0.195
C 3.42761 -1.93925 4.58895 0.093 -0.408 -0.283
C -3.20777 4.66926 1.14429 0.037 0.025 -0.501
C 1.12618 -3.58970 4.98376 -0.135 0.302 0.274
C 1.59176 5.64055 -1.16434 0.216 0.163 -0.166
C -3.17420 1.25150 5.31075 0.629 -0.697 -0.095
C -3.18973 4.17858 -0.22094 -0.132 0.127 0.017
C 0.63203 4.62686 -0.60716 -0.079 -0.476 -0.073
C -2.83826 3.71708 2.24612 0.132 -0.210 0.223
C -0.15946 -4.50407 -3.08154 -0.303 -0.162 0.011
C -2.96881 -2.00721 5.31893 -0.077 0.984 -0.997
C 2.31495 -1.55312 5.52643 -0.274 0.022 0.187
C -0.64538 -4.87866 -1.88838 -0.022 -0.016 0.252
C -2.51675 2.44171 2.00123 -0.012 -0.173 -0.014
H -5.77465 -1.55277 3.58230 -0.222 -0.075 -0.087
H 0.96606 1.46753 -9.25889 -0.020 -0.018 -0.016
H -0.24513 -4.32370 -4.92190 -0.009 0.105 -0.168
H 2.78553 2.27256 -5.34649 0.084 0.030 0.014
H -1.46836 -0.22921 7.35852 0.108 -0.081 0.264
H 0.65480 6.85306 -0.12185 -0.048 0.028 0.043
H -2.24109 1.74503 2.77962 0.065 -0.010 -0.021
H 0.43882 -2.06549 6.37183 0.025 -0.031 0.116
H -2.56107 1.46231 -1.60122 -0.002 -0.052 -0.046
H 4.13306 -3.48071 3.22205 -0.019 -0.024 -0.021
H -1.61183 -5.34913 -1.77685 0.001 -0.020 -0.039
H 3.25001 6.02183 -2.43778 -0.006 0.019 0.017
H 2.92812 -3.12418 -2.12298 0.020 -0.016 0.020
H 1.25975 -0.92590 -4.80464 0.038 -0.018 -0.020
H 2.62706 1.67852 -2.97266 -0.274 -0.112 -0.044
H -3.12135 5.18248 3.34315 0.010 0.089 -0.050
H 1.23441 -5.51265 3.74261 -0.045 -0.061 -0.011
H 1.55954 -4.17519 1.01418 -0.009 -0.118 0.072
H 0.04711 2.53326 -0.64831 0.040 -0.059 -0.008
H 3.33478 -0.04068 5.84468 0.056 0.024 -0.008
H -0.55498 -1.72761 -8.73132 -0.032 -0.054 -0.005
H -3.43616 4.87632 -1.00847 0.008 -0.012 -0.022

---

No. 2
72
Properties=species:S:1:pos:R:3:forces:R:3 method="wB97M-V/def2-TZVPD" orbital_gap_ev="5.72 / 5.36" lumo_energy_ev="1.09 / 1.22" charge=-1 spin_multiplicity=1
W -0.23182 0.90870 0.04728 0.976 -0.708 -0.153
S 1.20424 2.89840 0.60711 -0.126 0.005 -0.070
S 2.16803 0.01078 0.17799 -0.269 0.100 0.018
O 0.14420 0.16957 -1.83354 -0.018 -0.054 -0.196
O -0.27925 0.56977 2.02086 -0.023 0.081 0.151
N -3.53538 1.50986 5.09254 -0.016 0.008 -0.017
N -1.68413 2.78097 1.31349 -0.210 0.104 -0.052
N -0.39106 -1.92400 -1.16852 -0.039 -0.275 0.001
N 4.99650 4.01503 5.33404 0.013 0.011 -0.025
N -0.74502 4.03826 -3.09237 -0.113 0.081 -0.012
N -0.93158 2.37453 -1.41665 -0.341 -0.003 -0.056
N 1.07321 2.78833 -2.52801 -0.074 0.029 0.055
N -2.35962 0.58929 -0.11031 -0.447 0.387 -0.087
N -2.88135 3.39580 -2.29179 -0.101 -0.194 0.156
N -0.39522 -1.30389 0.07369 -0.003 0.356 -0.068
N -6.04587 3.35090 1.86251 -0.005 -0.051 -0.034
N -2.63093 5.20688 -3.67342 0.014 -0.019 0.053
N 6.26798 0.17972 4.80968 -0.011 -0.035 -0.021
C -0.10052 -1.08131 -2.09315 0.005 0.202 0.087
C -0.03004 -1.51475 -3.50408 0.012 0.009 -0.156
C 2.98351 3.02210 2.67529 0.055 0.031 0.058
C 3.98470 2.50814 3.49456 -0.034 0.034 -0.065
C -0.27277 -2.83948 -3.86006 0.005 -0.013 0.041
C -3.75640 2.65676 2.80218 -0.102 -0.165 -0.021
C -3.64470 2.03346 4.06788 -0.009 0.038 -0.056
C -0.21144 3.08334 -2.33625 0.082 -0.082 0.007
C -0.27013 -1.72446 2.43380 0.054 -0.170 0.002
C -5.16369 0.59857 -0.15688 0.142 -0.132 0.119
C -4.44962 -0.34026 0.58752 -0.272 0.089 -0.112
C -2.06200 4.19349 -2.98068 0.169 0.062 -0.087
C -0.32699 -0.03319 4.29077 0.024 0.018 0.004
C -3.07738 -0.31004 0.59215 0.308 -0.023 0.010
C -5.01910 3.03590 2.29121 0.092 0.043 0.058
C 2.85071 0.92292 1.48840 0.026 -0.041 -0.011
C 0.10347 -2.29862 -6.17418 -0.012 0.005 0.021
C -2.63019 2.72906 1.98288 0.059 0.187 0.168
C -4.44817 1.52970 -0.87566 0.017 0.025 -0.017
C -0.20614 -3.22739 -5.18726 0.002 -0.009 -0.024
C 0.34565 -0.97890 -5.82284 0.000 -0.002 -0.021
C -2.27097 2.49232 -1.54432 0.394 0.291 -0.203
C 4.41777 1.18746 3.31280 -0.049 -0.059 -0.062
C -0.31070 -2.13796 1.08903 -0.062 -0.013 -0.032
C -0.25345 -3.60916 0.80086 0.032 -0.044 0.061
C 2.41266 2.24370 1.67668 -0.045 0.040 0.039
C -0.27739 -0.41047 2.84295 -0.118 0.063 0.030
C -3.06093 1.50246 -0.83253 -0.078 -0.283 0.282
C 3.84230 0.40684 2.31460 0.046 0.015 0.067
C 4.55471 3.33844 4.51577 -0.015 -0.012 0.055
C 5.44226 0.62749 4.14613 0.032 0.050 0.043
C 0.28046 -0.58721 -4.49361 -0.001 0.024 0.026
H 2.64580 4.03929 2.82395 -0.006 -0.011 -0.004
H -1.35323 0.21238 4.57501 0.017 0.021 -0.002
H -0.23082 -4.17443 1.73019 -0.003 0.005 -0.001
H 0.64173 -3.82728 0.21689 -0.005 -0.016 -0.001
H -2.02354 5.91600 -4.04208 0.006 -0.005 -0.007
H -1.10338 -3.91912 0.19412 -0.004 -0.001 0.001
H -6.24381 0.62135 -0.13988 0.000 0.002 -0.002
H 0.28363 0.85465 4.45161 0.015 -0.001 0.023
H 0.47175 0.43865 -4.20613 0.002 -0.004 -0.001
H 0.02672 -0.84718 4.92088 -0.009 -0.001 0.010
H -3.57936 5.44378 -3.44412 -0.009 -0.003 -0.009
H 4.17190 -0.61505 2.18218 -0.002 0.002 -0.007
H -0.39541 -4.25913 -5.45649 -0.001 0.001 0.006
H -4.92341 2.31037 -1.44978 -0.014 -0.006 0.005
H 1.61006 3.45209 -3.05771 -0.001 0.007 -0.001
H -4.95398 -1.08108 1.19204 -0.008 0.024 0.010
H -0.51032 -3.55077 -3.08046 -0.002 0.000 -0.008
H 0.58646 -0.25032 -6.58687 0.004 0.003 0.003
H -0.23058 -2.49192 3.19204 0.006 -0.008 -0.006
H 1.54748 2.18711 -1.86705 0.036 -0.031 0.037
H -2.51297 -1.00651 1.19365 0.010 0.029 -0.003
H 0.15406 -2.60372 -7.21202 0.003 -0.002 0.005

---

No. 3
67
Properties=species:S:1:pos:R:3:forces:R:3 method="wB97M-V/def2-TZVPD" orbital_gap_ev="8.05 / 6.32" lumo_energy_ev="-2.10 / -4.30" charge=+1 spin_multiplicity=6 s_squared=8.770
Ru -0.13659 0.17129 0.13681 -0.321 0.208 0.406
Cl 4.29022 -2.15757 2.75074 0.036 0.003 0.057
Cl 5.26216 -4.57116 1.01538 0.046 -0.041 0.019
Cl 2.01649 -0.29907 1.69136 0.223 -0.141 0.019
Cl 3.93392 -5.11192 -1.75018 0.000 -0.011 -0.018
Cl 1.63234 -3.23840 -2.77080 -0.027 0.006 -0.049
P 1.03832 2.61779 0.04240 0.035 -0.323 -0.491
O -1.03658 -1.07645 1.93429 0.059 0.133 -0.114
O 0.98918 -1.10393 -0.93603 -0.112 0.120 -0.131
N -3.20172 -3.50309 0.66475 -0.005 0.064 -0.059
N -2.79638 -3.25330 -1.64236 -0.024 0.005 -0.006
N -1.66308 -2.01026 -0.03084 -0.189 0.039 0.049
C -1.71474 -1.89966 1.30709 0.017 -0.051 -0.114
C 2.55161 -1.67151 0.75781 0.012 0.001 -0.096
C -1.63022 2.96066 -0.44946 0.060 0.055 0.123
C -4.05002 3.11151 -0.77568 0.010 -0.080 0.016
C 1.93654 -1.88120 -0.48471 0.109 -0.043 0.104
C 2.84635 1.28564 -1.57528 -0.003 -0.038 0.017
C -1.73757 1.54492 -0.25796 -0.003 0.093 -0.164
C 2.42354 3.69297 0.48812 -0.109 0.050 0.210
C 4.47990 5.39237 1.25724 0.007 0.006 0.009
C 1.58464 1.89144 -1.54183 0.127 0.073 0.027
C 3.70499 4.76700 2.22216 0.016 0.008 0.006
C 4.00480 -3.55321 0.44948 -0.008 0.045 0.046
C -0.38363 3.64223 -0.35270 0.004 0.056 0.065
C -2.78313 3.74038 -0.71141 -0.036 0.007 -0.006
C 3.20610 4.32379 -0.47905 -0.015 0.004 -0.028
C -2.71930 -2.87453 1.88423 0.062 -0.024 0.022
C 3.26612 0.60821 -2.70387 -0.016 -0.012 -0.007
C -4.15606 1.76785 -0.57540 -0.012 0.094 -0.015
C 2.38892 -2.96820 -1.25297 0.036 0.031 0.125
C 4.23014 5.17175 -0.09132 0.000 -0.002 0.002
C -1.45123 5.76310 -0.77313 -0.045 -0.023 -0.006
C 3.40666 -3.79166 -0.79303 -0.008 0.037 0.040
C 2.42930 0.51721 -3.81178 -0.011 0.015 0.012
C -0.29956 5.00458 -0.49572 0.039 -0.056 -0.014
C -2.57013 -2.93896 -0.37314 0.040 -0.130 0.093
C -2.66216 5.14057 -0.87863 0.042 0.040 0.000
C 0.76093 1.81462 -2.66163 -0.054 0.006 -0.010
C 3.57408 -2.48246 1.22947 -0.026 -0.063 -0.133
C 2.67880 3.91698 1.83833 0.004 -0.001 0.042
C 1.18527 1.12603 -3.79138 0.013 -0.002 -0.004
C -2.99995 0.99638 -0.32789 0.024 -0.131 -0.043
C -4.27135 -4.47867 0.60601 0.025 -0.049 0.013
H 0.65519 5.50474 -0.39220 0.005 -0.006 0.004
H -2.20962 -2.83220 -2.34356 0.002 0.002 0.006
H -5.23925 -4.00960 0.42133 0.002 -0.008 -0.004
H -3.50620 -2.35093 2.43018 -0.001 0.005 -0.014
H -4.06719 -5.21950 -0.16706 -0.010 0.005 -0.003
H -4.92513 3.71618 -0.97754 -0.011 0.003 -0.001
H 3.01780 4.14958 -1.53114 -0.003 0.003 0.008
H 2.75625 -0.02122 -4.69102 -0.002 -0.005 -0.013
H 3.90125 4.93543 3.27221 0.004 0.004 0.007
H -0.20926 2.29655 -2.65962 0.008 -0.009 0.014
H 3.50012 1.34621 -0.71162 -0.010 0.002 -0.005
H 4.24437 0.14534 -2.72354 0.003 0.002 0.006
H -5.12293 1.28296 -0.61312 -0.006 -0.002 0.000
H -2.23751 -3.59315 2.54985 -0.012 0.017 0.021
H -3.55840 5.71506 -1.07835 -0.003 0.007 -0.001
H 2.07617 3.42600 2.59359 -0.009 -0.007 -0.007
H -3.46435 -3.95097 -1.91587 0.010 -0.002 0.003
H 5.28412 6.05205 1.55438 0.003 0.004 0.006
H 4.83553 5.66071 -0.84255 0.005 0.004 -0.007
H 0.53974 1.07613 -4.65809 0.002 -0.011 -0.012
H -1.36938 6.83464 -0.89137 -0.012 0.012 -0.003
H -3.14036 -0.06991 -0.20009 0.026 -0.006 -0.018
H -4.31195 -5.00905 1.55449 -0.014 0.009 -0.001

---

Summary of energy in eV
-112201.332, -80509.206, -116599.055
(order as listed above)
Summary of ΔE to the lowest compared entry with this formula, charge and spin in kJ/mol
0.00, 49.48, 76.79
(order as listed above)